one | Computed, not measured: H11O5 as an isolated structure, with the ωB97M-V functional and the def2-TZVPD basis.

Properties
E_LUMO ... -3.031 eV
HOMO ... -15.256 eV
Frontier orbital gap ... 12.22 eV

```
! wB97M-V def2-TZVPD RIJCOSX def2/J DEFGRID3
* xyz 1 1
O -2.4918 -1.5940 -1.6755
H -2.9599 -1.5655 -2.5299
H -2.7872 -2.3652 -1.1972
O 0.0458 1.8315 0.4011
H 0.3271 2.7872 0.4711
H -0.2678 1.7116 1.3004
O 2.7578 -0.6220 -0.6937
H 2.8582 -1.5312 -0.9971
H 3.7095 -0.3966 -0.6516
O 0.1467 0.5275 3.0015
H -0.2527 -0.1024 3.5693
H 1.0387 0.2467 3.0112
O -0.5028 0.0403 -1.0700
H -1.3588 -0.5058 -1.1985
H -0.2576 0.7924 -0.3345
H 0.3049 -0.5376 -1.1501
*
```

---

two | Computed, not measured: a 5-piece molecular cluster, H11O5 overall, with the ωB97M-V functional and the def2-TZVPD basis.

Properties
E_LUMO ... -4.001 eV
HOMO ... -13.827 eV
Frontier orbital gap ... 9.83 eV

```
! wB97M-V def2-TZVPD RIJCOSX def2/J DEFGRID3
* xyz 1 1
O -1.2495 0.2070 -3.2091
H -0.8410 1.0105 -3.6640
H -2.1609 0.2636 -3.6275
O 0.9968 1.5597 4.9261
H 0.9822 2.4784 5.3559
H 1.1473 1.7738 3.9920
O -2.3473 0.0457 1.3195
H -2.8979 -0.3717 1.9072
H -1.7888 0.3429 2.0382
O 2.0614 -1.6808 -1.4744
H 2.8896 -1.8485 -0.6483
H 1.9754 -2.6216 -1.6285
O 0.1458 -0.2982 -1.2627
H -0.3187 0.0694 -2.0455
H 0.9384 -0.9967 -1.5779
H 0.4673 0.0666 -0.4012
*
```

---

Q: Which of them is the most stable? A: one.

---

one | Computed, not measured: a 2-piece molecular cluster, C23H30N4O5 overall, with the ωB97M-V functional and the def2-TZVPD basis.

Properties
E_LUMO ... -1.241 eV
HOMO ... -6.914 eV
Frontier orbital gap ... 5.67 eV

```
! wB97M-V def2-TZVPD RIJCOSX def2/J DEFGRID3
* xyz 0 1
C 3.3426 6.0848 -1.2297
C 1.8438 5.8510 -1.1054
C 1.2379 6.5925 0.0795
O 1.5929 4.4515 -1.0204
C 0.3001 4.1657 -1.3372
N -0.0316 2.8189 -1.4224
N -0.8361 2.4950 -2.2781
C -1.1644 1.1502 -2.3488
O -0.9233 0.4245 -1.4102
O -1.7597 0.7174 -3.4972
C -2.0663 -0.6718 -3.4132
C -2.4789 -1.2075 -4.7781
C -3.1422 -0.9137 -2.3605
O -0.5343 5.0123 -1.5664
H 3.5813 7.1424 -1.3393
H 3.8492 5.7151 -0.3396
H 3.7450 5.5415 -2.0853
H 1.3440 6.1772 -2.0371
H 1.4155 7.6669 0.0216
H 0.1611 6.4231 0.1233
H 1.6728 6.2259 1.0081
H -1.1218 -1.1547 -3.0985
H -2.6796 -2.2782 -4.7434
H -3.3880 -0.7116 -5.1144
H -1.7059 -1.0192 -5.5233
H -3.3755 -1.9721 -2.2452
H -2.8178 -0.5231 -1.3944
H -4.0539 -0.3881 -2.6410
C 3.4443 -6.2786 1.7590
N 2.9092 -5.5159 0.6285
C 3.5994 -5.6860 -0.6541
C 1.9674 -4.4602 0.8401
C 2.3664 -3.2426 1.4101
C 1.4488 -2.2687 1.6422
N 0.1233 -2.4406 1.3298
C -0.8290 -1.4474 1.6021
C -0.6476 -0.4434 2.5470
C -1.7209 0.5570 2.7578
C -1.3912 1.8153 3.2424
C -2.3639 2.7723 3.4299
C -3.6824 2.4809 3.1447
C -4.0269 1.2262 2.6823
C -3.0581 0.2678 2.4964
O 0.3878 -0.3628 3.2390
C -0.2783 -3.6235 0.7484
C 0.6114 -4.6250 0.5121
H 2.8774 -6.0515 2.6612
H 3.3650 -7.3459 1.5600
H 4.4889 -6.0261 1.9293
H 3.1624 -5.0322 -1.4068
H 4.6532 -5.4352 -0.5504
H 3.5130 -6.7162 -0.9930
H 3.4040 -3.0945 1.6569
H 1.7382 -1.3275 2.0720
H -1.7496 -1.4978 1.0534
H -0.3582 2.0277 3.4608
H -2.0956 3.7487 3.7964
H -4.4417 3.2339 3.2737
H -5.0566 0.9985 2.4612
H -3.3349 -0.7179 2.1653
H -1.3194 -3.7431 0.5055
H 0.2873 -5.5616 0.0934
*
```

---

two | Computed, not measured: an isolated molecule of C23H30N4O5, with the ωB97M-V functional and the def2-TZVPD basis.

Properties
E_LUMO ... 0.631 eV
HOMO ... -8.918 eV
Frontier orbital gap ... 9.55 eV
SMILES string ... CCOc1ccccc1N(CC(=O)NC1CCCC1)C(=O)CCC(=O)Nc1cc(C)on1

```
! wB97M-V def2-TZVPD RIJCOSX def2/J DEFGRID3
* xyz 0 1
C -2.2645 -1.6160 -2.6038
C -1.5287 -0.2942 -2.4211
O -1.7665 0.2912 -1.1512
C -3.0092 0.7340 -0.8357
C -4.0278 1.0222 -1.7373
C -5.2434 1.5064 -1.2864
C -5.4705 1.7109 0.0622
C -4.4656 1.4287 0.9713
C -3.2436 0.9517 0.5317
N -2.2279 0.6108 1.4668
C -2.3577 -0.6915 2.1027
C -1.7579 -1.8001 1.2212
O -2.4569 -2.5633 0.5830
N -0.4196 -1.8224 1.2378
C 0.3711 -2.7893 0.5147
C 1.3307 -2.1412 -0.5057
C 2.7034 -2.7884 -0.2740
C 2.4117 -4.0485 0.5385
C 1.2741 -3.6059 1.4489
C -1.0849 1.3025 1.5970
O -0.1547 0.8783 2.2796
C -1.0501 2.6479 0.8989
C 0.0793 3.5586 1.3987
C 1.3875 3.3168 0.6589
O 1.8799 4.1293 -0.0913
N 1.9233 2.0954 0.9303
C 3.0815 1.5890 0.3974
C 4.0319 2.2254 -0.4477
C 4.9730 1.2615 -0.6544
C 6.2347 1.2517 -1.4330
O 4.6211 0.1434 0.0052
N 3.4439 0.3525 0.6553
H -3.3297 -1.4579 -2.7526
H -1.8634 -2.1419 -3.4655
H -2.1391 -2.2304 -1.7152
H -1.7735 0.4144 -3.2228
H -0.4482 -0.4585 -2.4261
H -3.8808 0.8718 -2.7948
H -6.0216 1.7219 -2.0028
H -6.4227 2.0828 0.4061
H -4.6215 1.5744 2.0299
H -3.4183 -0.8994 2.2517
H -1.8372 -0.6578 3.0630
H 0.0785 -1.1104 1.7586
H -0.3422 -3.4480 0.0113
H 1.3819 -1.0649 -0.3417
H 0.9765 -2.3159 -1.5213
H 3.2149 -3.0101 -1.2095
H 3.3307 -2.1150 0.3074
H 3.2814 -4.3970 1.0929
H 2.0719 -4.8537 -0.1154
H 1.6621 -2.9531 2.2327
H 0.7439 -4.4358 1.9131
H -2.0148 3.1377 1.0483
H -0.9375 2.4683 -0.1731
H 0.2362 3.3939 2.4665
H -0.1955 4.6011 1.2370
H 1.4031 1.4786 1.5589
H 3.9900 3.2258 -0.8178
H 6.3623 2.2051 -1.9358
H 7.0815 1.0756 -0.7714
H 6.2135 0.4509 -2.1704
*
```

---

Q: Which of them is the most stable? A: two.

---

one | Computed, not measured: an isolated molecule of C2H4NP, with the ωB97M-V functional and the def2-TZVPD basis.

Properties
E_LUMO ... -0.078 eV
HOMO ... -8.693 eV
Frontier orbital gap ... 8.62 eV
SMILES string ... [H]/P=C\N=C

```
! wB97M-V def2-TZVPD RIJCOSX def2/J DEFGRID3
* xyz 0 1
H -1.1811 -1.0760 0.2521
P -2.2720 -0.1686 0.0588
C -1.1037 1.0262 -0.1578
N 0.2041 0.8584 0.2501
C 1.0304 -0.0746 0.0745
H -1.1763 2.0859 -0.5091
H 2.1138 -0.1446 0.4672
H 0.9792 -0.9859 -0.5735
*
```

---

two | Computed, not measured: an isolated molecule of C2H4NP, with the ωB97M-V functional and the def2-TZVPD basis.

Properties
E_LUMO ... 1.113 eV
HOMO ... -8.707 eV
Frontier orbital gap ... 9.82 eV
SMILES string ... CP1=CN=1

```
! wB97M-V def2-TZVPD RIJCOSX def2/J DEFGRID3
* xyz 0 1
C 1.1377 0.4148 0.2686
P -0.6554 0.8874 0.0396
C -1.5441 -0.6956 -0.5802
N -1.5215 -0.5304 0.6578
H 1.3766 0.5694 1.3171
H 1.6354 1.1284 -0.2907
H 1.4520 -0.4962 0.0128
H -1.8807 -1.2779 -1.4251
*
```

---

Q: Which of them is the most stable? A: two.

---

one | Computed, not measured: CHIOS2 as an isolated structure, with the ωB97M-V functional and the def2-TZVPD basis.

Properties
E_LUMO (alpha / beta) ... -1.986 / -2.447 eV
HOMO (alpha / beta) ... -9.268 / -8.868 eV
Frontier orbital gap (alpha / beta) ... 7.28 / 6.42 eV

```
! wB97M-V def2-TZVPD RIJCOSX def2/J DEFGRID3
* xyz 0 1
C -0.1153 0.4358 0.3656
O -1.7805 -0.8583 -1.2935
S -0.6157 -0.6539 1.5242
S -0.4328 -0.9693 -0.6659
I 2.7010 0.5087 -0.3208
H 0.2433 1.5370 0.3904
*
```

---

two | Computed, not measured: an isolated molecule of CHIOS2, with the ωB97M-V functional and the def2-TZVPD basis.

Properties
E_LUMO ... -1.448 eV
HOMO ... -7.737 eV
Frontier orbital gap ... 6.29 eV

```
! wB97M-V def2-TZVPD RIJCOSX def2/J DEFGRID3
* xyz 0 1
C -0.8973 0.8528 -0.0061
O 1.1877 -1.8711 -1.0063
S -1.9537 2.0362 0.0702
S 1.4686 -1.6243 0.4564
I 1.1843 0.8494 0.9221
H -0.9896 -0.2430 -0.4362
*
```

---

Q: Which of them is the most stable? A: one.